Formula: C5H9NOS
Source: the Open Molecules 2025 dataset
Level of theory: the ωB97M-V functional and the def2-TZVPD basis

Computed properties:
E_HOMO (spin up / spin down) = -8.401 / -8.320 eV
LUMO energy (spin up / spin down) = -0.79 / -0.17 eV
orbital gap (spin up / spin down) = 7.6 / 8.1 eV

Structure (XYZ):
```
17
C5H9NOS (the ωB97M-V functional and the def2-TZVPD basis)
C 0.20 1.38 -1.01
C 0.96 0.54 -0.39
C 0.46 -0.78 0.36
C -0.94 -0.66 0.91
C 2.45 0.73 -0.03
N -2.62 -1.13 -1.02
O -3.05 1.00 0.48
S -2.16 0.14 -0.25
H 0.25 2.06 -1.84
H 0.43 -1.70 -0.22
H 1.04 -1.14 1.17
H -1.19 -1.64 1.30
H -0.95 0.12 1.79
H 3.16 0.00 -0.55
H 2.60 0.50 1.05
H 2.88 1.73 -0.15
H -3.52 -1.17 -1.63
```

Formula: C5H9NOS
Source: the Open Molecules 2025 dataset
Level of theory: the ωB97M-V functional and the def2-TZVPD basis

Computed properties:
E_HOMO = -8.606 eV
SMILES = C=C(C)NC(=O)SC
LUMO energy = 0.67 eV
orbital gap = 9.3 eV

Structure (XYZ):
```
17
C5H9NOS (the ωB97M-V functional and the def2-TZVPD basis)
C -0.02 -2.65 -1.36
C -0.20 -1.36 -0.96
C -1.19 -0.47 -1.65
N 0.57 -0.90 0.16
C 0.59 0.15 1.11
O 1.22 -0.01 2.14
S -0.05 1.74 0.46
C 0.44 2.85 1.79
H 0.73 -3.30 -0.89
H -0.64 -2.90 -2.28
H -1.89 -0.15 -0.88
H -0.60 0.42 -1.92
H -1.67 -0.92 -2.51
H 1.10 -1.63 0.62
H 0.32 3.81 1.37
H -0.19 2.66 2.71
H 1.49 2.66 2.09
```

Formula: C5H9NOS
Source: the Open Molecules 2025 dataset
Level of theory: the ωB97M-V functional and the def2-TZVPD basis

Computed properties:
E_HOMO = -8.891 eV
LUMO energy = -0.37 eV
orbital gap = 8.5 eV

Structure (XYZ):
```
17
C5H9NOS (the ωB97M-V functional and the def2-TZVPD basis)
C 1.75 -1.03 -0.10
C -0.43 -0.34 0.19
C -0.15 0.60 -0.93
C -0.03 0.85 1.04
C -1.84 -1.01 0.06
H 2.23 -2.00 -0.90
H 1.98 -0.97 1.11
H 1.72 0.07 -0.66
H 0.16 0.27 -1.99
H -1.12 1.20 -1.18
H 0.35 2.39 -0.14
H 0.25 0.56 2.11
H -0.93 1.56 1.10
H -1.89 -2.04 0.37
N 0.68 1.47 -0.13
O 0.41 -1.44 0.11
S -3.13 -0.13 -0.05
```

Formula: C5H9NS
Source: the Open Molecules 2025 dataset
Level of theory: the ωB97M-V functional and the def2-TZVPD basis

Computed properties:
E_HOMO = -7.848 eV
SMILES = C=C1SCC[C@H]1N
LUMO energy = 0.65 eV
orbital gap = 8.5 eV

Structure (XYZ):
```
16
C5H9NS (the ωB97M-V functional and the def2-TZVPD basis)
C -1.76 1.61 0.17
C -0.75 0.60 -0.08
S -1.83 -0.83 -0.29
C -0.22 -1.75 -0.44
C 0.55 -1.17 0.78
C 0.60 0.49 0.40
N 1.35 0.63 -0.83
H -1.45 2.74 0.33
H -2.81 1.54 0.06
H -0.17 -2.86 -0.19
H 0.51 -1.60 -1.41
H 1.46 -1.56 0.90
H 0.31 -1.29 1.79
H 0.89 1.26 1.14
H 2.39 1.01 -0.69
H 0.93 1.18 -1.64
```

Formula: C5H9NS
Source: the Open Molecules 2025 dataset
Level of theory: the ωB97M-V functional and the def2-TZVPD basis

Computed properties:
E_HOMO (spin up / spin down) = -8.461 / -8.461 eV
LUMO energy (spin up / spin down) = -0.73 / -0.73 eV
orbital gap (spin up / spin down) = 7.7 / 7.7 eV

Structure (XYZ):
```
16
C5H9NS (the ωB97M-V functional and the def2-TZVPD basis)
C 1.59 1.71 0.49
C 1.81 0.34 0.25
C 1.02 -0.43 -0.68
C -1.51 -1.05 -1.03
C -1.10 0.07 1.03
N -0.82 0.02 -0.38
S 1.60 -1.43 -1.83
H 2.42 2.33 0.88
H 0.76 2.25 0.03
H 2.72 -0.15 0.57
H -1.40 -1.96 -0.45
H -2.46 -0.80 -1.14
H -1.02 -1.27 -1.97
H -2.03 0.57 1.15
H -1.24 -0.87 1.58
H -0.34 0.68 1.49
```

Formula: C5H9NSi
Source: the Open Molecules 2025 dataset
Level of theory: the ωB97M-V functional and the def2-TZVPD basis

Computed properties:
E_HOMO = -8.753 eV
LUMO energy = 0.69 eV
orbital gap = 9.4 eV

Structure (XYZ):
```
16
C5H9NSi (the ωB97M-V functional and the def2-TZVPD basis)
C -1.82 0.81 -0.29
C -1.84 -0.25 0.65
C -0.86 0.72 -1.21
C -0.94 -1.20 0.50
C -0.13 -1.05 -0.72
N 1.47 0.66 1.12
Si 1.59 -0.17 -0.43
H -2.60 1.65 -0.17
H -2.34 -0.31 1.61
H -0.41 1.19 -1.99
H -0.90 -2.15 1.03
H -0.20 -1.73 -1.58
H 0.86 1.43 0.83
H 0.84 0.17 1.77
H 2.46 -1.36 -0.54
H 1.81 0.78 -1.47
```

Formula: C5H9O
Source: the Open Molecules 2025 dataset
Level of theory: the ωB97M-V functional and the def2-TZVPD basis

Computed properties:
E_HOMO = -16.320 eV
LUMO energy = -4.82 eV
orbital gap = 11.5 eV
net charge = +1

Structure (XYZ):
```
15
C5H9O (the ωB97M-V functional and the def2-TZVPD basis)
C -1.34 0.34 -0.15
C -0.71 -1.10 -0.04
C -0.21 1.34 0.06
C 1.61 -0.25 0.43
C 0.68 -0.99 -0.47
O 1.01 0.76 -0.44
H -1.63 0.27 -1.24
H -2.06 0.58 0.61
H -0.64 -1.35 1.07
H -1.18 -1.79 -0.58
H -0.45 2.29 -0.64
H 0.05 1.53 1.02
H 1.36 -0.01 1.53
H 2.63 -0.21 0.24
H 0.88 -1.41 -1.40
```

Formula: C5H9O3Pt
Source: the Open Molecules 2025 dataset
Level of theory: the ωB97M-V functional and the def2-TZVPD basis

Computed properties:
E_HOMO (spin up / spin down) = -11.819 / -11.818 eV
LUMO energy (spin up / spin down) = -6.90 / -8.65 eV
orbital gap (spin up / spin down) = 4.9 / 3.2 eV
multiplicity = 3
net charge = +1

Structure (XYZ):
```
18
C5H9O3Pt (the ωB97M-V functional and the def2-TZVPD basis)
H 1.75 1.23 -0.92
O -0.93 0.70 -4.45
O -0.95 2.60 -3.43
C -0.26 1.53 -3.52
O 0.83 1.24 -3.10
C -0.39 -0.59 -4.80
C -1.14 -1.13 -5.99
H 0.68 -0.45 -5.02
H -0.49 -1.24 -3.93
H -0.91 -0.57 -6.90
H -0.84 -2.18 -6.15
H -2.22 -1.11 -5.82
Pt -2.18 1.95 -4.75
C 2.45 1.78 -0.28
C 3.77 1.62 -0.39
H 2.01 2.37 0.53
H 4.46 2.01 0.36
H 4.22 1.25 -1.32
```

Formula: C5H9O4P
Source: the Open Molecules 2025 dataset
Level of theory: the ωB97M-V functional and the def2-TZVPD basis

Computed properties:
E_HOMO = 0.965 eV
LUMO energy = 6.59 eV
orbital gap = 5.6 eV
net charge = -2

Structure (XYZ):
```
19
C5H9O4P (the ωB97M-V functional and the def2-TZVPD basis)
C 0.82 -2.09 0.45
C 1.55 0.78 1.06
C 0.81 0.42 -1.30
C -2.22 -0.42 -0.44
C 0.51 0.12 0.20
O 1.28 -2.24 1.52
O -1.63 0.49 1.98
O 0.42 -2.60 -0.55
O -1.42 2.04 -0.07
P -1.18 0.67 0.58
H 1.57 1.86 0.84
H 2.61 0.46 0.79
H 1.25 0.74 2.21
H 0.34 1.30 -1.65
H 0.63 -0.38 -2.09
H 1.87 0.65 -1.41
H -1.75 -1.43 -0.59
H -3.19 -0.50 -0.08
H -2.26 0.12 -1.43
```

Formula: C5H9O5
Source: the Open Molecules 2025 dataset
Level of theory: the ωB97M-V functional and the def2-TZVPD basis

Computed properties:
E_HOMO (spin up / spin down) = -9.240 / -9.518 eV
LUMO energy (spin up / spin down) = 0.49 / -1.49 eV
orbital gap (spin up / spin down) = 9.7 / 8.0 eV
multiplicity = 4

Structure (XYZ):
```
19
C5H9O5 (the ωB97M-V functional and the def2-TZVPD basis)
O 0.99 2.63 -1.71
O 0.52 3.20 -2.70
H 1.12 -1.17 1.55
O 1.34 -0.87 0.64
C 0.08 -0.55 0.00
C 0.32 -0.73 -1.50
C -0.99 -1.52 0.54
O -0.70 -1.69 1.93
C -0.31 0.84 0.35
C 0.52 1.77 1.01
O 0.16 2.88 1.47
H -0.61 -0.50 -2.06
H 1.11 -0.04 -1.82
H 0.61 -1.78 -1.67
H -2.00 -1.12 0.37
H -0.90 -2.49 0.03
H -1.53 -1.50 2.42
H -1.32 1.16 0.07
H 1.59 1.47 1.06
```

Formula: C5H9O6Rb
Source: the Open Molecules 2025 dataset
Level of theory: the ωB97M-V functional and the def2-TZVPD basis

Computed properties:
E_HOMO (spin up / spin down) = -12.956 / -12.921 eV
LUMO energy (spin up / spin down) = -4.00 / -6.88 eV
orbital gap (spin up / spin down) = 9.0 / 6.0 eV
multiplicity = 2
net charge = +1

Structure (XYZ):
```
21
C5H9O6Rb (the ωB97M-V functional and the def2-TZVPD basis)
H -0.86 3.09 -0.13
C -0.70 2.03 -0.38
C -1.64 1.15 0.44
O -2.78 0.91 -0.38
C -3.58 -0.08 -0.03
O -3.48 -0.73 0.98
O -4.35 -0.41 -1.06
Rb 3.44 1.92 -2.33
O 0.64 1.77 -0.14
H -0.93 1.96 -1.45
H -1.95 1.66 1.36
H -1.15 0.20 0.71
H -4.86 -1.19 -0.84
C 2.42 -1.53 0.41
C 3.78 -2.29 0.49
O 3.82 -3.47 0.65
O 2.55 -0.25 -0.01
H 1.92 -1.61 1.38
H 4.68 -1.64 0.47
H 1.88 -2.16 -0.34
H 1.15 0.67 0.20
```

Formula: C5H9OP
Source: the Open Molecules 2025 dataset
Level of theory: the ωB97M-V functional and the def2-TZVPD basis

Computed properties:
E_HOMO = -9.062 eV
SMILES = C[C@@]12CCCP1O2
LUMO energy = 0.90 eV
orbital gap = 10.0 eV

Structure (XYZ):
```
16
C5H9OP (the ωB97M-V functional and the def2-TZVPD basis)
C -0.33 -0.23 -2.23
C 0.11 -0.24 -0.82
C 0.18 1.01 0.00
C -0.34 0.63 1.37
C 0.16 -0.80 1.77
P 0.11 -1.85 0.18
O 1.32 -1.04 -0.64
H -0.29 -1.24 -2.61
H 0.13 0.58 -2.94
H -1.37 -0.22 -2.26
H -0.20 1.99 -0.40
H 1.26 1.22 0.18
H -0.10 1.30 2.28
H -1.45 0.85 1.39
H 1.16 -0.67 2.02
H -0.36 -1.30 2.70
```

| no. | largest force on an atom (Eh/bohr) | DFT total energy (hartree) |
| --- | --- | --- |
| 1 | 0.06838 | -723.8916 |
| 2 | 0.04350 | -724.0801 |
| 3 | 0.10794 | -723.8867 |
| 4 | 0.20380 | -648.7084 |
| 5 | 0.08751 | -648.7174 |
| 6 | 0.12997 | -540.0647 |
| 7 | 0.12007 | -270.7720 |
| 8 | 0.19170 | -540.4201 |
| 9 | 0.08088 | -838.2484 |
| 10 | 0.06257 | -571.9112 |
| 11 | 0.10890 | -671.1086 |
| 12 | 0.06797 | -612.4491 |